[1]
The following is a DFT calculation (the ωB97M-V functional and the def2-TZVPD basis) of a structure of composition C25H25N7O6ReS3 at a distorted geometry.

Energy = -3075.36104 Ha
Expectation value of S² = 0.760
Orbital gap (spin up / spin down) = 6.641 / 6.504 eV
Highest occupied orbital energy (spin up / spin down) = -0.285 / -0.289 hartree
Energy relative to the best compared isomer or geometry (same formula, charge and spin) = 6.6 kcal/mol

Structure (ORCA input):
```
! RIJCOSX wB97M-V def2-TZVPD def2/J DEFGRID3
* xyz 0 2
Re 0.26296 0.30740 0.03802
O 2.87229 -3.39104 0.35146
C 1.90589 -4.29158 0.09798
C 2.24767 -5.63728 0.25505
C 1.31956 -6.62597 0.01492
C 0.02118 -6.30745 -0.38827
C -0.32055 -4.98561 -0.55581
C 0.60812 -3.96107 -0.32627
C 0.20460 -2.56960 -0.53205
O 1.04421 -1.62593 -0.22187
N -0.95399 -2.26788 -1.04922
N -1.02302 -0.89584 -1.13036
C -1.99607 -0.43347 -1.83487
C -1.99778 0.98640 -1.98973
C -2.92266 1.69444 -2.74841
C -2.75923 3.05591 -2.88196
C -1.65948 3.65500 -2.27778
C -0.79266 2.88741 -1.52840
N -0.96116 1.56669 -1.35608
H 2.48736 -2.49478 0.34903
H 3.25219 -5.86953 0.58134
H 1.60253 -7.66212 0.15074
H -0.70690 -7.08778 -0.56056
H -1.31868 -4.70499 -0.86395
H -2.70425 -1.10554 -2.30094
H -3.74923 1.16947 -3.20664
H -3.46721 3.64386 -3.45032
H -1.47503 4.71588 -2.36567
H 0.06896 3.32890 -1.05503
C -5.60148 -4.81518 3.33081
C -4.81702 -3.58925 2.95202
C -4.29158 -3.44130 1.66985
C -3.57429 -2.31053 1.31974
C -3.37804 -1.30704 2.25711
C -3.88458 -1.43651 3.54076
C -4.60207 -2.57396 3.87872
S -2.43963 0.13134 1.82059
O -2.97208 0.64129 0.58034
O -2.42727 0.97724 2.98274
N -0.97150 -0.46134 1.49921
C -0.24086 -1.01990 2.64038
C 1.21017 -0.58149 2.61664
O 1.97888 -0.81621 3.51063
O 1.57795 0.01497 1.48740
H -5.59902 -5.55021 2.52694
H -6.63960 -4.56098 3.55183
H -5.18507 -5.28663 4.22207
H -4.44274 -4.22733 0.93921
H -3.15369 -2.21237 0.32737
H -3.71686 -0.64479 4.25813
H -4.99878 -2.67357 4.88232
H -0.24947 -2.11485 2.59155
H -0.67005 -0.72968 3.59882
S 0.06692 4.51924 2.17123
C 0.13637 3.10688 1.45726
N 0.20108 2.08110 0.87413
C 0.17175 -0.09552 -4.93437
N 0.77474 0.61256 -3.82172
C 1.52302 0.04707 -2.88198
N 1.83011 -1.24436 -2.99290
S 2.12903 0.96306 -1.55361
H -0.47576 0.59073 -5.47225
H -0.44025 -0.92875 -4.57951
H 0.93086 -0.46992 -5.62394
H 0.59583 1.59527 -3.69389
H 1.39492 -1.84595 -3.67321
H 2.28377 -1.67028 -2.19888
*
```

And the Mulliken charges, in e, turn out to be: Re 0.80; O -0.74; C 0.67; C -0.80; C -0.35; C -0.87; C -0.67; C 0.00; C 1.37; O -0.60; N -1.87; N 2.16; C -1.02; C 1.13; C -1.41; C -0.44; C -1.10; C -0.27; N 0.48; H 0.33; H 0.50; H 0.39; H 0.43; H 0.45; H 0.40; H 0.55; H 0.47; H 0.47; H 0.62; C -1.46; C 1.06; C -1.11; C -0.01; C -0.15; C -0.40; C -0.73; S 1.64; O -0.67; O -0.77; N -0.22; C -0.61; C 0.46; O -0.69; O -0.63; H 0.34; H 0.33; H 0.35; H 0.29; H 0.13; H 0.55; H 0.39; H 0.24; H 0.56; S -0.39; C 0.82; N -0.71; C -1.15; N -0.01; C 0.54; N -0.29; S -0.54; H 0.35; H 0.35; H 0.37; H 0.28; H 0.27; H 0.18



[2]
The following is a DFT calculation (the ωB97M-V functional and the def2-TZVPD basis) of the molecule C25H25NO4 at a distorted geometry.

Energy = -1323.32503 Ha
Orbital gap = 9.477 eV
Highest occupied orbital energy = -0.322 hartree
SMILES = CCOC(=O)N(C(C)=O)[C@H](c1ccc(C)cc1)c1ccc(Oc2ccccc2)cc1
Energy relative to the best compared isomer or geometry (same formula, charge and spin) = 58.8 kcal/mol

Structure (ORCA input):
```
! RIJCOSX wB97M-V def2-TZVPD def2/J DEFGRID3
* xyz 0 1
C 2.32451 3.31158 1.36521
C 1.89678 2.07075 2.08538
O 0.57614 1.64801 1.62378
C 0.02650 0.78103 2.49112
N -1.16806 0.11399 2.16190
C -1.72307 -0.28518 3.43483
C -2.52196 0.83302 4.04708
O -1.59977 -1.37735 3.94898
O 0.47723 0.57859 3.61359
H 3.40505 3.41150 1.50067
H 2.11038 3.27839 0.29200
H 1.86118 4.19056 1.82527
H 2.57506 1.23140 1.87464
H 1.84069 2.22523 3.17046
H -2.45990 1.73997 3.42817
H -3.56710 0.50478 4.14203
H -2.14760 1.01509 5.05868
C -2.81096 -6.11354 1.35925
C -2.46177 -4.66217 1.25187
C -3.22903 -3.72425 1.94623
C -2.95128 -2.37279 1.82346
C -1.90678 -1.91524 1.00678
C -1.66113 -0.42167 0.91271
C -0.75279 0.10340 -0.18744
C 0.57266 -0.30186 -0.35420
C 1.44586 0.52170 -1.06975
C 0.94966 1.68598 -1.65439
O 1.80697 2.69767 -2.10915
C 2.57049 2.46401 -3.25502
C 2.41908 3.40426 -4.27846
C 2.74972 3.00933 -5.57352
C 3.27861 1.73698 -5.80759
C 3.54997 0.87446 -4.74324
C 3.27228 1.27159 -3.43359
C -0.42555 1.93946 -1.70820
C -1.28243 1.09424 -1.01653
C -1.18044 -2.85453 0.26231
C -1.44235 -4.22287 0.40699
H -1.91571 -6.73305 1.49164
H -3.48259 -6.27677 2.20888
H -3.32971 -6.45201 0.45029
H -4.05231 -4.05278 2.58124
H -3.59132 -1.66948 2.36643
H -2.64308 0.03499 0.73450
H 0.96652 -1.22360 0.08847
H 2.51218 0.29258 -1.07892
H 1.96485 4.36799 -4.04925
H 2.58207 3.70929 -6.39417
H 3.51236 1.42950 -6.82643
H 3.97273 -0.11758 -4.91239
H 3.54165 0.62823 -2.59770
H -0.78819 2.82473 -2.23280
H -2.36864 1.22464 -1.04744
H -0.42850 -2.52019 -0.45019
H -0.86916 -4.95203 -0.17449
*
```

And the Mulliken charges, in e, turn out to be: C -0.95; C -0.36; O -0.27; C 0.54; N 0.47; C 0.46; C -1.35; O -0.53; O -0.64; H 0.37; H 0.10; H 0.31; H 0.25; H 0.47; H 0.34; H 0.36; H 0.33; C -1.41; C 1.04; C -1.03; C -0.49; C 0.55; C 0.58; C -0.37; C -0.65; C -0.16; C 0.40; O -0.32; C 0.61; C -0.69; C -0.25; C -0.55; C -0.54; C -0.29; C -0.80; C -0.64; C -0.35; C -1.12; H 0.36; H 0.34; H 0.28; H 0.28; H 0.36; H 0.23; H 0.54; H 0.54; H 0.40; H 0.35; H 0.36; H 0.38; H 0.38; H 0.42; H 0.41; H 0.60; H 0.36



[3]
The following is a DFT calculation (the ωB97M-V functional and the def2-TZVPD basis) of a cluster of 5 separate species, C25H26B2BrF32I2O7 in total at a distorted geometry.

Energy = -7909.97383 Ha
Orbital gap = 7.068 eV
Highest occupied orbital energy = -0.194 hartree

Structure (ORCA input):
```
! RIJCOSX wB97M-V def2-TZVPD def2/J DEFGRID3
* xyz -1 1
C -1.50184 5.72786 -0.08031
C -1.41153 4.19824 -0.06917
I -3.39588 3.46861 0.52259
C -1.01637 3.61914 -1.42849
B 0.14293 2.45267 -1.40483
Br 0.64875 2.17600 -3.40352
C 1.47312 2.86654 -0.49566
C 2.36128 3.91155 -1.07015
O 2.23338 5.10351 -0.88394
I 4.07340 3.29820 -2.28567
B -0.40972 0.90787 -0.84717
O -1.26862 0.72138 0.23453
O -0.05649 -0.29631 -1.45129
H -2.41029 6.07795 0.37644
H -0.65202 6.17827 0.41525
H -1.51155 6.08558 -1.09271
H -0.76015 3.87202 0.72184
H -0.70372 4.40423 -2.10423
H -1.89287 3.17975 -1.87558
H 1.21777 3.23426 0.49056
H 2.07067 1.97548 -0.35323
H -1.19825 1.48891 0.81549
H -0.70809 -0.54920 -2.11680
C -5.60622 -2.77670 0.95585
C -6.61958 -1.99654 0.10085
C -7.05826 -2.60360 -1.23483
F -6.03196 -2.71707 -2.09831
F -7.98692 -1.78803 -1.79266
F -6.19662 -0.73187 -0.08152
F -7.76488 -1.93961 0.84833
O -4.24689 -2.38119 0.93008
C -3.38953 -2.88767 -0.02889
C -2.82498 -1.76064 -0.88502
F -3.81754 -1.09800 -1.51868
F -2.01018 -2.28583 -1.83439
F -3.95818 -3.87404 -0.75829
F -2.35329 -3.45230 0.63158
H -5.90580 -2.57627 1.98321
H -5.71300 -3.85224 0.82117
H -7.51093 -3.58740 -1.07715
H -2.26433 -1.05676 -0.26500
C -2.42992 -1.01736 3.41949
C -3.13738 -1.84480 4.51076
C -3.69158 -1.09327 5.72190
F -2.71678 -0.48749 6.42636
F -4.30369 -1.98515 6.54484
F -2.34000 -2.85586 4.91562
F -4.23174 -2.42610 3.93062
O -1.01443 -1.01445 3.42449
C -0.27666 -0.11145 4.14322
C 0.60224 -0.81206 5.17885
F -0.14931 -1.51175 6.06060
F 1.30320 0.11215 5.88203
F -1.03951 0.85117 4.70569
F 0.56663 0.49860 3.28314
H -2.68010 -1.50455 2.48167
H -2.83797 -0.00978 3.33544
H -4.42890 -0.34994 5.40634
H 1.29982 -1.49352 4.70119
C 5.06551 -3.59232 6.54084
C 4.14348 -2.75400 5.63856
C 3.64560 -3.41062 4.34627
F 4.67082 -3.69611 3.52213
F 2.81166 -2.56487 3.68865
F 4.71807 -1.56528 5.37091
F 3.03456 -2.50171 6.39690
O 6.46035 -3.35293 6.48143
C 7.29122 -4.01459 5.61371
C 7.98115 -3.04875 4.64666
F 7.07273 -2.39130 3.90438
F 8.78084 -3.76326 3.82040
F 6.67227 -5.01747 4.96111
F 8.27539 -4.57440 6.35781
H 4.80051 -3.28370 7.55006
H 4.83349 -4.65539 6.47950
H 3.09252 -4.32919 4.56330
H 8.58289 -2.32732 5.20375
C 2.30348 1.55054 -8.36791
C 1.29444 1.74650 -7.22219
C -0.18487 1.51391 -7.54500
F -0.62551 2.39037 -8.48103
F -0.91991 1.68948 -6.43295
F 1.47610 2.95615 -6.66280
F 1.61881 0.80914 -6.29515
O 2.79980 2.70314 -9.03414
C 2.19542 3.24618 -10.13157
C 1.73492 4.68252 -9.86966
F 0.83619 4.72346 -8.87349
F 1.15049 5.16304 -10.99773
F 1.19517 2.48469 -10.61813
F 3.13810 3.32561 -11.10729
H 3.18615 1.14650 -7.87700
H 1.97411 0.78835 -9.07403
H -0.33937 0.49276 -7.90813
H 2.59169 5.30803 -9.61016
*
```

And the Mulliken charges, in e, turn out to be: C -1.13; C -0.03; I -0.05; C -1.04; B 0.36; Br -0.26; C -0.32; C -0.15; O -0.52; I -0.11; B 0.02; O -0.36; O -0.53; H 0.40; H 0.27; H 0.33; H 0.30; H 0.31; H 0.39; H 0.30; H 0.41; H 0.07; H 0.28; C -0.82; C 0.91; C 0.05; F -0.21; F -0.27; F -0.25; F -0.35; O -0.20; C 0.46; C 1.49; F -0.28; F -0.32; F -0.32; F -0.31; H 0.38; H 0.33; H 0.27; H -0.44; C 0.02; C 0.90; C 0.07; F -0.23; F -0.28; F -0.28; F -0.28; O -0.40; C 0.70; C 0.84; F -0.28; F -0.30; F -0.32; F -0.26; H -0.30; H 0.45; H 0.28; H -0.32; C -0.97; C 1.12; C 0.06; F -0.22; F -0.27; F -0.28; F -0.30; O -0.40; C 0.81; C 0.19; F -0.21; F -0.26; F -0.29; F -0.31; H 0.43; H 0.35; H 0.30; H 0.24; C -0.89; C 1.02; C 0.04; F -0.24; F -0.20; F -0.24; F -0.29; O -0.38; C 0.81; C 0.19; F -0.21; F -0.27; F -0.29; F -0.32; H 0.41; H 0.33; H 0.23; H 0.24